(1)
# C6H12N3S

2 unconnected molecules or ions with the total composition C6H12N3S at a distorted geometry (ωB97M-V/def2-TZVPD, the Open Molecules 2025 dataset).

Values from the calculation:
HOMO energy   -12.729 eV
Charge   +1
Energy above the lowest of the compared OMol25 structures with the same formula, charge and spin   7.2 kcal/mol
F_max   5.625 eV Å⁻¹

Last column: natural (NBO) charge in e.
Cartesian coordinates (Å):
C  1.874  -1.962  1.274  0.130
C  -0.206  -0.934  0.989  0.487
C  0.537  -2.112  1.259  -0.331
C  1.810  0.294  0.844  0.498
C  2.441  1.665  0.791  -0.697
C  -2.339  0.675  -3.005  -0.631
N  2.468  -0.753  1.235  -0.449
N  0.429  0.237  0.678  -0.534
N  -1.528  -1.154  0.892  -0.729
S  -1.937  1.435  -1.346  -0.185
H  2.472  -2.879  1.458  0.233
H  -2.901  2.403  -1.379  0.165
H  0.118  -3.168  1.390  0.267
H  2.073  2.223  1.804  0.264
H  2.324  2.286  -0.161  0.265
H  3.505  1.527  0.801  0.270
H  -3.203  0.216  -2.948  0.208
H  -1.564  -0.118  -3.065  0.224
H  -2.246  1.548  -3.601  0.238
H  0.025  1.035  0.232  0.461
H  -1.950  -2.041  0.887  0.422
H  -2.201  -0.424  0.969  0.423

(2)
# C6H12N4

A gas-phase ion, C6H12N4 (charge +2) at a distorted geometry (ωB97M-V/def2-TZVPD, the Open Molecules 2025 dataset).

Values from the calculation:
HOMO energy   -17.129 eV
Charge   +2
Energy above the lowest of the compared OMol25 structures with the same formula, charge and spin   38.9 kcal/mol
F_max   5.368 eV Å⁻¹
Structure (SMILES)   C[n+]1cn2[n+](c1)CC(N)C2

Last column: natural (NBO) charge in e.
Cartesian coordinates (Å):
C  -0.998  -0.713  1.169  0.307
C  -1.340  1.148  0.006  0.297
C  0.973  -1.477  -0.327  -0.255
C  0.624  0.743  -1.559  -0.271
C  1.566  -0.570  -1.507  -0.028
C  -2.631  0.779  2.200  -0.409
N  -0.122  -0.700  0.112  -0.054
N  -1.653  0.477  1.202  -0.254
N  -0.377  0.416  -0.569  -0.060
N  2.885  -0.382  -1.075  -0.828
H  -0.930  -1.368  2.076  0.308
H  -1.547  2.197  -0.322  0.317
H  0.727  -2.491  -0.575  0.276
H  1.647  -1.519  0.492  0.270
H  1.221  1.628  -1.325  0.278
H  0.123  0.631  -2.492  0.275
H  1.498  -1.211  -2.420  0.261
H  -2.374  -0.007  3.028  0.253
H  -2.455  1.746  2.632  0.268
H  -3.570  0.747  1.783  0.259
H  3.225  0.484  -0.737  0.393
H  3.508  -0.558  -1.792  0.399

(3)
# C6H12N4O

2 unconnected molecules or ions with the total composition C6H12N4O at a distorted geometry (ωB97M-V/def2-TZVPD, the Open Molecules 2025 dataset).

Values from the calculation:
HOMO energy   -16.425 eV
Charge   +2
Energy above the lowest of the compared OMol25 structures with the same formula, charge and spin   0.0 kcal/mol
F_max   4.458 eV Å⁻¹

Last column: natural (NBO) charge in e.
Cartesian coordinates (Å):
C  1.764  -2.782  1.378  -0.192
C  2.239  -1.985  0.399  -0.137
C  0.366  -2.851  1.347  0.089
C  1.436  -1.395  -0.677  0.374
C  -1.518  2.039  -1.262  -0.726
C  -1.438  2.519  0.155  0.728
N  -0.303  -2.022  0.478  -0.244
N  0.148  -1.346  -0.558  -0.250
N  1.991  -0.721  -1.710  -0.760
N  -2.362  3.201  0.737  -0.691
O  -0.370  2.114  0.756  -0.582
H  2.398  -3.159  2.093  0.279
H  3.288  -1.603  0.216  0.256
H  -0.252  -3.519  1.911  0.267
H  -0.625  2.139  -1.777  0.277
H  -2.405  2.517  -1.823  0.272
H  -1.723  0.877  -1.418  0.294
H  3.058  -0.790  -1.815  0.429
H  1.482  -0.529  -2.538  0.428
H  -3.295  3.274  0.309  0.466
H  -2.245  3.397  1.763  0.441
H  -1.397  -1.906  0.388  0.464
H  -0.240  2.531  1.646  0.520

(4)
# C6H12N6

2 unconnected molecules or ions with the total composition C6H12N6 at a distorted geometry (ωB97M-V/def2-TZVPD, the Open Molecules 2025 dataset).

Values from the calculation:
HOMO energy (spin up / spin down)   -17.978 / -17.934 eV
Charge   +2
Energy above the lowest of the compared OMol25 structures with the same formula, charge and spin   217.8 kcal/mol
F_max   5.413 eV Å⁻¹

Last column: natural (NBO) charge in e.
Cartesian coordinates (Å):
C  -0.528  1.278  0.574  -0.134
C  0.665  1.790  0.451  -0.061
C  -1.380  -0.900  -0.632  0.604
C  -3.794  -0.659  0.104  0.583
C  -0.378  -0.371  0.385  -0.169
C  1.774  -1.595  0.914  -0.460
N  -2.664  -0.860  -0.156  -0.651
N  -3.328  2.011  0.837  -0.220
N  -1.010  -1.440  -1.698  -0.595
N  1.965  0.900  -1.237  -0.666
N  1.629  0.690  0.104  -0.071
N  1.072  -0.628  0.201  -0.280
H  -1.500  1.771  0.828  0.310
H  1.090  2.819  0.381  0.293
H  -0.767  -0.664  1.485  0.299
H  1.921  -1.305  1.911  0.218
H  1.371  -2.650  0.825  0.281
H  2.774  -1.734  0.348  0.246
H  -4.207  1.600  1.147  0.270
H  -0.020  -1.463  -1.986  0.473
H  -1.795  -1.488  -2.383  0.472
H  2.230  1.854  -1.296  0.393
H  2.390  0.237  -1.825  0.422
H  2.490  0.806  0.717  0.441

(5)
# C6H12N6S

A molecular structure, C6H12N6S at a distorted geometry (ωB97M-V/def2-TZVPD, the Open Molecules 2025 dataset).

Values from the calculation:
HOMO energy   -15.443 eV
Charge   +2
Energy above the lowest of the compared OMol25 structures with the same formula, charge and spin   71.0 kcal/mol
F_max   4.586 eV Å⁻¹

Last column: natural (NBO) charge in e.
Cartesian coordinates (Å):
C  2.055  1.580  -0.098  0.594
C  -0.709  -2.123  0.282  0.674
C  2.807  -0.634  -0.016  0.095
C  0.580  1.158  -0.243  -0.474
C  0.118  -0.091  0.717  0.120
C  -2.098  -0.156  -0.442  -0.409
N  0.641  -2.304  0.676  -0.433
N  -0.950  -0.816  0.104  -0.382
N  1.153  -1.009  0.973  -0.285
N  3.021  0.697  -0.034  -0.596
N  2.262  2.837  0.109  -0.677
N  -1.554  -3.104  0.065  -0.760
S  3.514  -1.995  -0.341  0.341
H  0.085  2.123  0.107  0.250
H  0.352  0.892  -1.252  0.273
H  -0.233  0.313  1.656  0.211
H  -2.866  -0.950  -0.704  0.246
H  -2.328  0.622  0.329  0.238
H  -1.696  0.383  -1.367  0.224
H  1.184  -3.042  1.085  0.463
H  3.964  0.996  0.117  0.453
H  1.501  3.548  0.125  0.457
H  3.214  3.303  0.122  0.456
H  -1.259  -4.118  0.034  0.459
H  -2.513  -3.048  -0.470  0.463

(6)
# C6H12NO

A molecular structure, C6H12NO at a distorted geometry (ωB97M-V/def2-TZVPD, the Open Molecules 2025 dataset).

Values from the calculation:
HOMO energy   -2.506 eV
Charge   -1
Energy above the lowest of the compared OMol25 structures with the same formula, charge and spin   166.3 kcal/mol
F_max   5.134 eV Å⁻¹

Last column: Mulliken charge in e.
Cartesian coordinates (Å):
C  2.999  -0.040  0.136  -0.414
O  4.282  0.069  -0.063  -0.794
C  2.147  0.968  -0.670  -0.372
C  0.725  0.528  -0.595  -0.301
C  -0.224  1.086  0.390  -0.467
C  -1.304  0.006  0.786  -0.532
N  -2.157  -0.196  -0.375  -0.588
C  -3.162  -1.278  -0.234  -0.942
H  2.758  0.018  1.247  0.173
H  2.490  -1.142  0.058  0.105
H  2.315  1.996  -0.296  0.248
H  2.531  0.875  -1.670  0.250
H  0.567  -0.494  -0.793  0.483
H  -0.335  1.194  -0.838  0.188
H  -0.165  1.986  0.985  0.397
H  -0.885  -0.930  1.339  0.132
H  -2.285  0.257  1.057  0.580
H  -3.783  -1.317  -1.019  0.367
H  -2.800  -2.377  -0.151  0.207
H  -3.716  -1.208  0.705  0.281